Computed, not measured: a molecular structure, C10H14F10N2O14S4Zr, with ωB97M-V/def2-TZVPD.

Results
Energy = -114038.727 eV
Highest occupied orbital energy = -10.078 eV
Kohn-Sham gap = 8.73 eV
LUMO = -0.0494 Ha

Geometry as ORCA input:
```
! RIJCOSX wB97M-V def2-TZVPD def2/J DEFGRID3
* xyz 0 1
Zr 0.5483 0.0548 -1.3231
N -0.8346 -1.0323 -2.4201
S -0.7600 -2.5572 -3.0184
O -0.2615 -2.7175 -4.3317
O -1.5730 -3.5273 -2.3994
F 0.6752 -2.7583 -2.2389
S -2.4024 -0.6804 -3.0176
O -3.3998 -1.2564 -2.2238
O -2.5144 -0.6535 -4.4141
F -2.3517 0.8190 -2.5547
N 0.4164 1.7098 -2.6388
S 0.0152 3.3215 -2.2093
O -0.9884 3.8720 -3.0302
O 1.0132 4.1121 -1.6052
F -0.8618 2.8587 -0.9607
S 0.9371 2.0573 -4.1491
O 1.9571 3.0343 -4.2660
O -0.0512 1.8281 -5.1276
F 1.7847 0.6962 -4.2640
O 2.4942 -0.7161 -1.5768
C 3.4919 -0.3008 -0.6690
C 2.9541 0.7017 0.3850
O 1.5549 0.8482 0.3926
H 3.9090 -1.1462 -0.1059
H 4.3101 0.2059 -1.1859
H 3.4066 1.6711 0.1156
H 3.3230 0.5534 1.4115
C 2.0886 -2.1566 3.7822
C 1.3766 -1.5502 2.6067
O 0.2776 -2.4336 2.2800
C -0.2847 -2.3356 1.1250
O 0.0418 -1.5781 0.2475
C -1.3459 -3.4401 0.8987
F -0.7947 -4.3626 0.1104
F -1.7231 -4.0218 2.0247
F -2.3766 -2.8979 0.2577
H 1.3965 -2.1355 4.6314
H 2.9554 -1.5834 4.1030
H 2.3661 -3.1952 3.6214
H 2.0205 -1.5338 1.7260
H 1.0450 -0.5336 2.7810
C -0.4708 2.5467 3.6940
C -0.5670 2.1200 2.2480
O -1.9363 1.7648 1.9185
C -2.1480 1.0931 0.8345
O -1.2767 0.7123 0.0999
C -3.6415 0.7367 0.6795
F -4.0820 1.0593 -0.5337
F -3.7635 -0.5910 0.8251
F -4.3717 1.3389 1.5936
H -1.2027 3.3154 3.9535
H 0.5374 2.9033 3.8821
H -0.7325 1.7104 4.3447
H 0.0373 1.2191 2.1839
H -0.2177 2.8309 1.5061
*
```

Löwdin atomic charge list, values in e, 8 entries: atom 1 (Zr): 1.89, atom 2 (N): -0.44, atom 3 (S): 0.54, atom 4 (O): -0.19, atom 5 (O): -0.20, atom 6 (F): -0.22, atom 7 (S): 0.51, atom 8 (O): -0.20



Computed, not measured: C10H14F4N2O4S in the gas phase, with ωB97M-V/def2-TZVPD.

Results
Energy = -43472.351 eV
Highest occupied orbital energy = -9.203 eV
Kohn-Sham gap = 9.65 eV
Structure (SMILES) = O[C@H]1[C@H](O)[C@@H]([C@H](O)C(F)(F)F)O[C@@H]2SC(NCCF)=N[C@H]12
LUMO = 0.0166 Ha

Geometry as ORCA input:
```
! RIJCOSX wB97M-V def2-TZVPD def2/J DEFGRID3
* xyz 0 1
F -0.9406 -2.1656 -4.9530
F 3.4763 3.8608 2.6405
F 1.2766 3.8876 2.5771
F 2.4995 3.6675 0.7325
N -1.0588 -1.3212 -0.9749
O 2.3973 1.2451 3.5130
O -0.2724 0.6460 3.3455
O 1.8910 0.4859 0.3030
O -1.4924 -1.2892 1.9903
S 0.1093 0.9259 -1.7213
C -1.0665 -0.3738 -1.8750
N -1.9424 -0.4293 -2.9312
C -1.6173 -2.6703 -3.9012
C -2.6236 -1.6811 -3.3032
C 2.3961 3.3352 2.0498
C 2.3917 1.7887 2.1653
C 1.2291 1.2101 1.3389
C 0.3603 0.1959 2.1384
C 1.0305 -0.1836 -0.6259
C -0.7092 -0.3577 1.2222
C -0.0308 -1.0514 0.0353
H 1.4753 1.1945 3.8108
H -1.0453 0.0812 3.4933
H -2.1592 -1.7264 1.4538
H -1.6727 0.2021 -3.6857
H -2.1823 -3.5426 -4.2357
H -0.8655 -2.9472 -3.1330
H -3.1158 -2.1282 -2.4173
H -3.3846 -1.4375 -4.0842
H 3.3383 1.4901 1.7043
H 0.5748 2.0380 0.9460
H 1.0564 -0.5885 2.3924
H 1.6047 -0.8381 -1.2870
H -1.3875 0.4407 0.9033
H 0.4598 -1.9634 0.3731
*
```

Löwdin atomic charge list, values in e, 8 entries: atom 1 (F): -0.03, atom 2 (F): 0.15, atom 3 (F): 0.14, atom 4 (F): 0.13, atom 5 (N): 0.08, atom 6 (O): 0.01, atom 7 (O): 0.00, atom 8 (O): -0.08